[1]
11
Properties=species:S:1:pos:R:3 method="wB97M-V/def2-TZVPD" s_squared=0.75 lumo_ha="-0.3894 / -0.5163" e_above_lowest_ev=0.000 total_charge=+2 multiplicity=2
H 1.659 -1.848 1.381
O 0.822 0.396 0.284
Ga 0.621 1.941 -0.646
C 0.919 0.041 1.463
C 0.785 -1.365 1.890
H 0.948 0.813 2.253
H -0.272 -1.662 1.818
H 0.979 -1.425 2.973
O -0.745 0.683 -1.537
C -1.137 -0.343 -1.128
O -1.635 -1.284 -0.675

***

[2]
32
Properties=species:S:1:pos:R:3 method="wB97M-V/def2-TZVPD" lumo_ha=0.1020 e_above_lowest_ev=0.677 total_charge=-1 multiplicity=1
Cl 0.135 -0.316 0.273
O 0.070 -1.752 0.268
O -0.898 0.234 -0.572
O 0.018 0.128 1.663
O 1.431 0.116 -0.166
O 3.239 -0.041 -2.713
H 3.968 0.504 -2.404
H 2.688 -0.176 -1.927
O -0.176 2.426 3.585
H 0.072 1.879 4.340
H -0.347 1.789 2.873
O -0.727 -2.452 -2.781
H -0.642 -1.593 -2.347
H -1.396 -2.913 -2.265
O -2.439 0.510 -3.858
H -1.844 1.208 -4.150
H -2.362 0.514 -2.897
O 2.683 1.508 3.309
H 1.792 1.524 2.928
H 3.107 0.745 2.901
O -2.035 2.644 0.939
H -2.657 2.250 1.561
H -1.406 1.933 0.739
O -3.453 2.587 -1.667
H -2.890 2.051 -1.093
H -2.839 3.157 -2.140
O 4.033 -2.119 0.102
H 3.358 -1.484 0.380
H 3.779 -2.939 0.538
O -1.792 -3.969 1.660
H -1.081 -4.561 1.924
H -1.388 -3.391 0.996

***

Number 1: energy -61673.08233 eV. Number 2: energy -39427.97573 eV.